No. 1
Density functional theory data (ωB97M-V/def2-TZVPD) for a 20-piece molecular cluster, C27H92BBrClNO24S overall in a non-equilibrium geometry.

Properties
DFT total energy in eV: -174189.7874
Total charge: 0

Each atom is followed by the atoms it is bonded to, with distances in Å.
Element x y z (Å)
1 C 0.564 -3.472 1.435  C2 1.532, H19 1.086, H20 1.085, H21 1.082
2 C 0.560 -3.691 -0.081  C1 1.532, C3 1.516, H22 1.083, H23 1.088
3 C -0.759 -3.310 -0.723  C2 1.516, Cl4 1.810, C5 1.524, H24 1.081
4 Cl -0.690 -3.816 -2.460  C3 1.810
5 C -1.107 -1.827 -0.679  C3 1.524, B6 1.636, O11 1.476, C16 1.521
6 B -0.147 -0.868 -1.595  C5 1.636, O7 1.388, N8 1.463
7 O 1.178 -1.216 -1.813  B6 1.388, H25 0.973
8 N -0.621 0.394 -2.161  B6 1.463, C9 1.486, C10 1.494
9 C 0.294 1.444 -1.643  N8 1.486, H26 1.087, H27 1.090, H28 1.085
10 C -0.496 0.332 -3.649  N8 1.494, H29 1.084, H30 1.085, H31 1.085
11 O -0.948 -1.167 0.631  C5 1.476, S12 1.588
12 S -2.059 -0.057 0.864  O11 1.588, O13 1.421, O14 1.406, O15 1.610
13 O -1.521 1.259 0.860  S12 1.421
14 O -2.807 -0.261 2.037  S12 1.406
15 O -2.914 -0.285 -0.482  S12 1.610, C16 1.442
16 C -2.587 -1.609 -0.951  C5 1.521, O15 1.442, C17 1.511, Br18 1.998
17 C -3.086 -1.784 -2.366  C16 1.511, H32 1.087, H33 1.083, H34 1.079
18 Br -3.828 -2.743 0.129  C16 1.998
19 H -0.424 -3.528 1.882  C1 1.086
20 H 0.919 -2.461 1.606  C1 1.085
21 H 1.286 -4.107 1.930  C1 1.082
22 H 1.426 -3.213 -0.521  C2 1.083
23 H 0.690 -4.756 -0.258  C2 1.088
24 H -1.512 -3.949 -0.283  C3 1.081
25 H 1.675 -1.129 -0.981  O7 0.973
26 H -0.160 2.408 -1.858  C9 1.087
27 H 1.271 1.382 -2.120  C9 1.090
28 H 0.392 1.389 -0.563  C9 1.085
29 H -0.515 -0.707 -3.957  C10 1.084
30 H 0.404 0.822 -4.007  C10 1.085
31 H -1.390 0.783 -4.068  C10 1.085
32 H -2.399 -1.411 -3.123  C17 1.087
33 H -4.013 -1.238 -2.489  C17 1.083
34 H -3.261 -2.835 -2.536  C17 1.079
35 C -2.285 4.192 2.695  O36 1.419, H37 1.089, H38 1.092, H39 1.097
36 O -1.776 4.075 1.376  C35 1.419, H40 0.969
37 H -2.196 5.235 2.994  C35 1.089
38 H -3.337 3.898 2.735  C35 1.092
39 H -1.701 3.566 3.380  C35 1.097
40 H -1.858 3.148 1.108  O36 0.969
41 C 1.906 -0.361 3.738  O42 1.420, H43 1.089, H44 1.094, H45 1.093
42 O 2.590 -1.291 2.912  C41 1.420, H46 0.966
43 H 1.608 0.494 3.135  C41 1.089
44 H 1.015 -0.830 4.165  C41 1.094
45 H 2.566 -0.022 4.541  C41 1.093
46 H 2.843 -2.036 3.472  O42 0.966
47 C 0.285 6.530 4.020  O48 1.434, H49 1.087, H50 1.093, H51 1.092
48 O 0.691 6.325 2.660  C47 1.434, H52 0.966
49 H 0.904 7.309 4.458  C47 1.087
50 H -0.760 6.846 4.053  C47 1.093
51 H 0.413 5.608 4.589  C47 1.092
52 H 0.127 5.632 2.293  O48 0.966
53 C 5.622 0.003 3.677  O54 1.425, H55 1.086, H56 1.093, H57 1.093
54 O 5.207 -0.903 4.694  C53 1.425, H58 0.964
55 H 4.738 0.367 3.161  C53 1.086
56 H 6.156 0.846 4.123  C53 1.093
57 H 6.271 -0.511 2.963  C53 1.093
58 H 6.005 -1.214 5.137  O54 0.964
59 C 0.694 -7.982 -1.445  O60 1.431, H61 1.088, H62 1.087, H63 1.094
60 O 0.072 -7.324 -0.337  C59 1.431, H64 0.962
61 H 1.764 -7.789 -1.405  C59 1.088
62 H 0.517 -9.053 -1.386  C59 1.087
63 H 0.292 -7.593 -2.384  C59 1.094
64 H -0.871 -7.506 -0.391  O60 0.962
65 C 4.023 -3.581 5.792  O66 1.431, H67 1.083, H68 1.092, H69 1.094
66 O 2.748 -3.771 5.172  C65 1.431, H70 0.962
67 H 4.721 -3.267 5.026  C65 1.083
68 H 3.958 -2.800 6.553  C65 1.092
69 H 4.377 -4.512 6.243  C65 1.094
70 H 2.124 -4.044 5.851  O66 0.962
71 C -2.904 -0.867 -6.194  O72 1.427, H73 1.088, H74 1.091, H75 1.090
72 O -2.319 -1.720 -5.211  C71 1.427, H76 0.964
73 H -3.190 0.071 -5.723  C71 1.088
74 H -2.183 -0.666 -6.988  C71 1.091
75 H -3.793 -1.337 -6.616  C71 1.090
76 H -2.084 -2.537 -5.664  O72 0.964
77 C 4.164 6.342 2.532  O78 1.422, H79 1.088, H80 1.093, H81 1.092
78 O 3.553 7.136 3.540  C77 1.422, H82 0.963
79 H 5.240 6.487 2.594  C77 1.088
80 H 3.934 5.285 2.686  C77 1.093
81 H 3.818 6.647 1.541  C77 1.092
82 H 2.602 7.001 3.474  O78 0.963
83 C 2.679 -2.766 -4.573  O84 1.424, H85 1.088, H86 1.092, H87 1.094
84 O 1.356 -2.923 -5.076  C83 1.424, H88 0.964
85 H 3.313 -2.441 -5.395  C83 1.088
86 H 2.701 -2.011 -3.784  C83 1.092
87 H 3.060 -3.714 -4.183  C83 1.094
88 H 0.801 -3.211 -4.342  O84 0.964
89 C -0.144 2.848 6.140  O90 1.424, H91 1.087, H92 1.094, H93 1.093
90 O 0.942 3.184 5.281  C89 1.424, H94 0.964
91 H 0.251 2.727 7.146  C89 1.087
92 H -0.894 3.645 6.146  C89 1.094
93 H -0.612 1.912 5.825  C89 1.093
94 H 0.583 3.288 4.393  O90 0.964
95 C -1.570 9.196 6.347  O96 1.424, H97 1.087, H98 1.093, H99 1.094
96 O -0.495 9.377 5.433  C95 1.424, H100 0.962
97 H -1.149 9.094 7.344  C95 1.087
98 H -2.242 10.057 6.331  C95 1.093
99 H -2.136 8.290 6.105  C95 1.094
100 H -0.876 9.467 4.554  O96 0.962
101 C 3.909 10.163 5.788  O102 1.420, H103 1.088, H104 1.094, H105 1.094
102 O 4.403 10.010 4.466  C101 1.420, H106 0.965
103 H 4.015 11.209 6.068  C101 1.088
104 H 2.851 9.888 5.841  C101 1.094
105 H 4.481 9.549 6.490  C101 1.094
106 H 4.303 9.080 4.228  O102 0.965
107 C -4.068 2.324 -3.391  O108 1.423, H109 1.087, H110 1.094, H111 1.093
108 O -4.466 1.322 -2.463  C107 1.423, H112 0.965
109 H -4.965 2.753 -3.832  C107 1.087
110 H -3.510 3.106 -2.868  C107 1.094
111 H -3.446 1.899 -4.183  C107 1.093
112 H -3.666 0.946 -2.075  O108 0.965
113 C -6.034 -4.856 -3.728  O114 1.425, H115 1.087, H116 1.093, H117 1.093
114 O -4.713 -4.631 -3.243  C113 1.425, H118 0.962
115 H -6.655 -4.025 -3.403  C113 1.087
116 H -6.042 -4.901 -4.820  C113 1.093
117 H -6.441 -5.785 -3.322  C113 1.093
118 H -4.166 -5.367 -3.533  O114 0.962
119 C -0.738 -2.267 -9.333  O120 1.424, H121 1.087, H122 1.093, H123 1.093
120 O -1.152 -3.234 -8.373  C119 1.424, H124 0.963
121 H -1.628 -1.873 -9.817  C119 1.087
122 H -0.204 -1.445 -8.848  C119 1.093
123 H -0.093 -2.724 -10.088  C119 1.093
124 H -0.359 -3.575 -7.947  O120 0.963
125 C 1.488 -11.160 -3.221  O126 1.426, H127 1.087, H128 1.093, H129 1.093
126 O 0.197 -10.864 -2.694  C125 1.426, H130 0.962
127 H 2.081 -10.249 -3.184  C125 1.087
128 H 1.982 -11.930 -2.624  C125 1.093
129 H 1.414 -11.495 -4.258  C125 1.093
130 H -0.323 -11.673 -2.728  O126 0.962
131 C -5.686 4.778 -0.996  O132 1.422, H133 1.087, H134 1.094, H135 1.094
132 O -5.067 3.873 -0.091  C131 1.422, H136 0.965
133 H -5.965 5.676 -0.450  C131 1.087
134 H -4.992 5.050 -1.797  C131 1.094
135 H -6.586 4.325 -1.422  C131 1.094
136 H -4.829 3.081 -0.588  O132 0.965
137 C -4.048 1.388 -9.461  O138 1.425, H139 1.087, H140 1.093, H141 1.093
138 O -4.106 0.035 -9.019  C137 1.425, H142 0.962
139 H -3.729 2.000 -8.621  C137 1.087
140 H -3.327 1.499 -10.275  C137 1.093
141 H -5.030 1.728 -9.797  C137 1.093
142 H -4.388 -0.503 -9.765  O138 0.962
143 C 7.434 -4.265 7.382  O144 1.425, H145 1.087, H146 1.092, H147 1.093
144 O 7.066 -2.997 6.844  C143 1.425, H148 0.962
145 H 7.583 -4.949 6.551  C143 1.087
146 H 8.363 -4.187 7.951  C143 1.092
147 H 6.643 -4.654 8.027  C143 1.093
148 H 6.936 -2.396 7.585  O144 0.962

---

No. 2
Density functional theory data (ωB97M-V/def2-TZVPD) for a 2-piece molecular cluster, C4H11NOP overall in a non-equilibrium geometry.

Properties
Total charge: +1
Energy relative to the best compared isomer or geometry (same formula, charge and spin) in kJ/mol: 308.5

Each atom is followed by the atoms it is bonded to, with distances in Å.
Element x y z (Å)
1 C -0.989 -0.913 -1.163  O6 1.300, P7 1.776
2 C 1.245 -0.531 0.766  C4 1.531, H8 1.099, H9 1.125, H10 1.124
3 C 0.791 1.943 -0.229  C4 1.535, H11 1.065, H12 1.084, H13 1.196
4 C 0.320 0.647 0.445  C2 1.531, C3 1.535, N5 1.330
5 N -0.618 0.833 1.368  C4 1.330, H14 1.017, H16 1.052
6 O -2.168 -0.557 -1.578  C1 1.300, H15 0.989
7 P -0.751 -2.533 -0.473  C1 1.776, H17 1.429, H18 1.465
8 H 0.711 -1.199 1.457  C2 1.099
9 H 2.017 0.002 1.387  C2 1.125
10 H 1.811 -1.036 -0.064  C2 1.124
11 H 0.223 2.710 0.245  C3 1.065
12 H 0.944 2.048 -1.297  C3 1.084
13 H 1.932 2.148 0.066  C3 1.196
14 H -0.799 0.099 2.048  N5 1.017
15 H -2.190 0.421 -1.722  O6 0.989
16 H -1.221 1.695 1.357  N5 1.052
17 H -1.680 -3.279 -1.261  P7 1.429
18 H 0.422 -2.497 -1.351  P7 1.465

---

> Among the records above, which one has the lowest total charge?

C27H92BBrClNO24S

---

> The lowest total charge belongs to which entry?

C27H92BBrClNO24S

---

> Which value of total charge does entry 2 give?

+1